Formula: C24H39N4O7PS2Sn
Source: OMol25
Level of theory: ωB97M-V with the def2-TZVPD basis set

Last column: Mulliken charge in e.
Geometry (Å):
Sn  0.48  -0.90  -0.06  0.970
O  4.24  -2.89  -0.72  -0.696
S  3.07  -2.46  -0.02  1.384
O  1.80  -3.00  -0.52  -0.699
O  2.90  -0.99  0.08  -0.466
C  3.26  -3.01  1.68  -0.230
C  4.50  -3.57  1.97  -0.615
C  4.80  -4.02  3.25  -0.601
C  3.87  -3.91  4.25  -0.572
C  2.63  -3.36  3.99  -0.603
C  2.30  -2.90  2.72  -0.142
S  0.69  -2.13  2.60  1.412
O  0.08  -2.25  3.89  -0.648
O  -0.05  -2.74  1.49  -0.652
O  0.97  -0.72  2.17  -0.621
H  5.22  -3.66  1.17  0.563
H  5.78  -4.45  3.44  0.389
H  4.10  -4.26  5.25  0.396
H  1.89  -3.27  4.77  0.563
C  -2.93  1.92  0.72  -1.425
C  -3.63  0.90  1.62  0.545
C  -2.67  0.32  2.66  -1.365
C  -4.34  -0.18  0.84  0.206
C  -5.69  -0.39  0.95  -0.853
C  -6.34  -1.41  0.25  -1.075
C  -5.62  -2.27  -0.59  -0.883
C  -4.27  -2.15  -0.76  0.474
C  -3.50  -3.10  -1.64  0.369
C  -2.80  -2.40  -2.81  -1.337
C  -2.51  -3.95  -0.83  -1.369
C  -3.59  -1.07  -0.05  0.726
N  -2.33  -0.91  -0.19  -0.159
H  -2.54  2.74  1.33  0.513
H  -3.63  2.35  -0.01  0.367
H  -2.10  1.49  0.16  0.073
H  -4.43  1.43  2.16  0.604
H  -1.86  -0.25  2.19  0.136
H  -3.18  -0.36  3.34  0.409
H  -2.21  1.12  3.24  0.421
H  -6.26  0.27  1.60  0.434
H  -7.41  -1.54  0.36  0.376
H  -6.14  -3.07  -1.11  0.416
H  -4.24  -3.78  -2.07  0.561
H  -1.97  -1.78  -2.47  0.088
H  -3.49  -1.75  -3.36  0.375
H  -2.40  -3.14  -3.50  0.446
H  -1.73  -3.35  -0.37  0.184
H  -2.02  -4.68  -1.48  0.421
H  -3.02  -4.49  -0.03  0.357
C  2.68  2.19  1.11  -0.749
N  2.31  3.08  0.01  0.518
C  3.17  4.25  -0.11  -1.089
P  1.41  2.57  -1.27  -0.239
O  0.44  1.50  -0.83  0.337
N  2.44  2.14  -2.49  0.281
C  3.76  1.61  -2.14  -0.783
C  1.81  1.38  -3.58  -0.958
N  0.60  3.85  -1.90  0.400
C  -0.51  4.39  -1.12  -0.831
C  1.11  4.78  -2.90  -1.120
H  2.73  2.78  2.03  0.424
H  3.64  1.71  0.94  0.283
H  1.92  1.43  1.26  -0.019
H  3.00  4.93  0.72  0.311
H  2.96  4.79  -1.04  0.261
H  4.22  3.97  -0.11  0.412
H  4.31  2.32  -1.53  0.172
H  4.32  1.47  -3.07  0.380
H  3.72  0.65  -1.63  0.196
H  0.84  1.80  -3.83  0.339
H  1.67  0.33  -3.32  0.226
H  2.45  1.43  -4.46  0.367
H  -0.89  3.64  -0.43  0.006
H  -1.32  4.69  -1.79  0.379
H  -0.19  5.27  -0.55  0.292
H  1.96  4.34  -3.42  0.347
H  1.43  5.72  -2.44  0.356
H  0.34  5.00  -3.63  0.336

Results
charge = 0
energy relative to the best compared isomer or geometry (same formula, charge and spin) = 0.00 kcal/mol
lowest unoccupied orbital energy (alpha / beta) = -1.54 / -0.55 eV
E_HOMO (alpha / beta) = -9.1 / -7.8 eV

***

Formula: C20H46IrO3P4S
Source: OMol25
Level of theory: ωB97M-V with the def2-TZVPD basis set

Last column: Mulliken charge in e.
Geometry (Å):
Ir  0.40  0.16  -0.34  0.581
P  1.45  -1.70  -1.17  0.638
P  1.97  0.78  1.18  0.787
P  1.01  1.58  -1.98  0.845
H  -1.46  -0.09  1.63  0.378
C  -1.51  0.32  0.61  -0.488
C  -1.64  -0.61  -0.47  -0.504
H  -1.73  -1.68  -0.22  0.304
C  0.95  -3.21  -0.27  -0.767
C  3.28  -1.69  -1.15  -1.292
C  0.96  -2.02  -2.91  -1.291
C  1.35  2.00  2.37  -1.275
C  2.39  -0.66  2.21  -0.907
C  3.59  1.41  0.61  -1.313
C  -0.22  1.38  -3.32  -1.100
C  2.58  1.35  -2.88  -1.289
C  1.16  3.29  -1.39  -1.135
H  -1.87  1.35  0.53  0.104
H  -2.09  -0.31  -1.43  0.417
H  -0.14  -3.26  -0.21  0.279
H  1.33  -3.24  0.76  -0.040
H  1.32  -4.10  -0.79  0.572
H  3.68  -1.74  -0.13  0.334
H  3.67  -0.79  -1.64  0.308
H  3.66  -2.56  -1.70  0.535
H  -0.13  -1.98  -2.98  0.339
H  1.29  -3.03  -3.20  0.538
H  1.41  -1.29  -3.60  0.321
H  2.17  2.35  3.01  0.509
H  0.59  1.54  3.00  0.389
H  0.92  2.86  1.85  0.283
H  3.13  -0.38  2.97  0.650
H  2.84  -1.47  1.62  0.081
H  1.49  -1.05  2.70  0.011
H  4.24  1.59  1.48  0.555
H  3.49  2.36  0.07  0.309
H  4.10  0.69  -0.04  0.318
H  -0.09  2.19  -4.04  0.475
H  -1.25  1.41  -2.94  0.194
H  -0.07  0.42  -3.83  0.327
H  2.63  2.14  -3.64  0.545
H  2.60  0.38  -3.40  0.328
H  3.43  1.44  -2.21  0.357
H  0.90  3.98  -2.20  0.482
H  2.19  3.53  -1.06  0.410
H  0.46  3.47  -0.56  0.060
C  -3.58  4.38  -1.63  0.715
C  -3.55  5.75  -1.25  -0.344
C  -4.70  6.55  -1.39  -0.570
C  -5.86  6.01  -1.98  -0.289
C  -5.83  4.72  -2.51  -0.547
C  -4.69  3.92  -2.36  -0.399
S  -2.23  3.34  -1.27  0.098
H  -2.74  2.08  -1.11  0.137
H  -2.63  6.17  -0.85  0.387
H  -4.68  7.60  -1.08  0.413
H  -6.76  6.63  -2.05  0.427
H  -6.69  4.34  -3.07  0.410
H  -4.63  2.94  -2.83  0.418
C  2.47  -4.58  3.56  -0.832
O  1.52  -3.72  2.88  -0.237
P  0.09  -3.24  3.64  0.012
O  -0.44  -4.63  4.27  -0.262
C  -0.47  -5.94  3.65  -0.636
O  -1.01  -3.00  2.39  0.054
C  -2.41  -3.25  2.58  -0.900
H  3.47  -4.29  3.21  0.307
H  2.30  -5.63  3.28  0.291
H  2.43  -4.46  4.65  0.345
H  -0.23  -5.97  2.58  0.287
H  0.24  -6.58  4.19  0.296
H  -1.48  -6.33  3.79  0.273
H  -2.70  -4.16  2.03  0.287
H  -2.69  -3.38  3.64  0.402
H  -2.97  -2.40  2.17  0.298

Results
spin multiplicity = 5
charge = +3
energy relative to the best compared isomer or geometry (same formula, charge and spin) = 0.00 kcal/mol
⟨S²⟩ = 6.03
lowest unoccupied orbital energy (alpha / beta) = -8.08 / -12.09 eV
E_HOMO (alpha / beta) = -15.2 / -15.2 eV

***

Formula: C29H37F6GeLiN4O7PS2
Source: OMol25
Level of theory: ωB97M-V with the def2-TZVPD basis set

Last column: Mulliken charge in e.
Geometry (Å):
Li  1.36  0.33  -0.07  0.873
F  6.30  0.12  -0.90  -0.218
C  5.74  -0.04  0.30  0.377
F  6.56  0.45  1.22  -0.232
F  5.58  -1.34  0.52  -0.182
S  4.12  0.85  0.34  1.064
O  3.24  0.02  -0.46  -0.784
O  4.45  2.17  -0.08  -0.691
N  3.72  0.82  1.86  -0.355
S  2.75  -0.32  2.39  0.954
O  1.40  -0.26  1.85  -0.465
O  3.34  -1.62  2.50  -0.652
C  2.55  0.30  4.11  0.348
F  1.74  -0.54  4.76  -0.209
F  2.01  1.51  4.14  -0.144
F  3.72  0.34  4.75  -0.221
O  0.26  1.30  -2.53  -0.755
C  -0.51  0.53  -1.95  -0.168
O  -0.25  -0.18  -0.92  -0.275
C  -1.95  0.35  -2.44  -1.250
C  -2.21  -1.10  -2.82  -1.079
Ge  -1.81  -2.45  -1.44  2.147
C  0.04  -3.04  -1.31  0.310
C  0.67  -3.55  -2.44  -0.447
C  2.00  -3.96  -2.41  -0.748
C  2.72  -3.87  -1.23  -0.543
C  2.10  -3.39  -0.08  -0.469
C  0.78  -2.98  -0.13  0.020
C  -2.73  -4.09  -2.06  -0.340
C  -3.63  -4.12  -3.12  -0.416
C  -4.24  -5.31  -3.52  -0.655
C  -3.96  -6.49  -2.85  -0.474
C  -3.06  -6.48  -1.79  -0.747
C  -2.46  -5.29  -1.41  -0.179
C  -2.65  -2.07  0.29  -0.382
C  -2.07  -1.26  1.27  0.796
C  -2.71  -1.03  2.49  -0.928
C  -3.95  -1.60  2.74  -0.522
C  -4.54  -2.41  1.78  -0.791
C  -3.89  -2.64  0.58  -0.371
H  -2.15  1.03  -3.28  0.537
H  -2.62  0.63  -1.62  0.351
H  -1.66  -1.37  -3.73  0.374
H  -3.27  -1.24  -3.06  0.370
H  0.12  -3.63  -3.38  0.337
H  2.47  -4.34  -3.31  0.378
H  3.76  -4.17  -1.20  0.389
H  2.66  -3.29  0.84  0.408
H  0.33  -2.57  0.77  0.178
H  -3.86  -3.21  -3.66  0.222
H  -4.93  -5.31  -4.35  0.393
H  -4.44  -7.42  -3.16  0.355
H  -2.84  -7.40  -1.26  0.387
H  -1.75  -5.31  -0.59  0.365
H  -1.11  -0.79  1.08  0.071
H  -2.23  -0.41  3.23  0.458
H  -4.44  -1.42  3.69  0.366
H  -5.51  -2.86  1.97  0.399
H  -4.37  -3.29  -0.15  0.364
C  -1.32  2.38  1.65  -0.942
N  -0.86  3.49  0.81  0.016
C  -1.68  3.65  -0.39  -0.948
P  0.80  3.50  0.61  -0.378
O  1.40  2.19  0.34  1.077
N  1.14  4.53  -0.63  0.738
C  1.54  4.05  -1.95  -0.829
C  1.02  5.96  -0.50  -1.219
N  1.35  4.20  1.99  0.975
C  0.58  4.78  3.07  -1.103
C  2.79  4.23  2.18  -0.955
H  -2.32  2.59  2.03  0.336
H  -0.65  2.24  2.51  0.245
H  -1.34  1.43  1.10  0.189
H  -2.73  3.67  -0.08  0.354
H  -1.54  2.84  -1.11  0.221
H  -1.45  4.59  -0.88  0.263
H  1.57  2.96  -1.95  0.070
H  2.53  4.44  -2.20  0.238
H  0.83  4.38  -2.71  0.273
H  0.69  6.23  0.50  0.248
H  0.30  6.37  -1.22  0.406
H  1.99  6.45  -0.68  0.317
H  -0.47  4.84  2.79  0.359
H  0.93  5.79  3.29  0.327
H  0.67  4.19  3.99  0.168
H  3.29  3.78  1.32  0.146
H  3.09  3.67  3.06  0.211
H  3.14  5.26  2.29  0.296

Results
charge = -1
energy relative to the best compared isomer or geometry (same formula, charge and spin) = 0.00 kcal/mol
lowest unoccupied orbital energy = 2.49 eV
E_HOMO = -6.1 eV

***

Formula: C6H10O
Source: OMol25
Level of theory: ωB97M-V with the def2-TZVPD basis set

Last column: Mulliken charge in e.
Geometry (Å):
O  1.95  -1.05  2.13  -0.481
C  2.33  -0.92  0.99  0.003
C  1.58  -0.18  -0.09  -0.608
C  0.35  0.56  0.44  -0.795
C  -0.76  0.70  -0.57  -0.067
C  -1.60  -0.51  -0.88  -0.547
C  -2.19  0.64  -0.11  -0.648
H  3.29  -1.38  0.67  0.354
H  2.28  0.48  -0.61  0.382
H  1.28  -0.93  -0.83  0.323
H  0.65  1.55  0.82  0.391
H  -0.02  0.01  1.32  0.293
H  -0.56  1.37  -1.41  0.399
H  -1.93  -0.68  -1.90  0.260
H  -1.37  -1.42  -0.32  0.239
H  -2.93  1.26  -0.60  0.271
H  -2.37  0.50  0.96  0.229

Results
charge = 0
energy relative to the best compared isomer or geometry (same formula, charge and spin) = 16.71 kcal/mol
lowest unoccupied orbital energy = 1.07 eV
E_HOMO = -9.8 eV

***

Formula: C5H6N
Source: OMol25
Level of theory: ωB97M-V with the def2-TZVPD basis set

Last column: Mulliken charge in e.
Geometry (Å):
C  1.88  0.11  0.01  -0.026
C  2.91  0.74  0.21  -0.332
C  -0.92  0.63  0.75  -0.494
C  -1.31  0.37  -0.76  -0.368
C  -0.10  -0.14  -0.20  0.279
N  0.93  -1.04  -0.16  0.013
H  -0.83  1.67  1.15  0.292
H  -1.41  0.09  1.73  0.266
H  -2.14  -0.45  -1.00  0.283
H  -1.15  1.24  -1.49  0.285
H  0.99  -1.71  -0.96  0.395
H  1.15  -1.52  0.73  0.406

Results
charge = +1
energy relative to the best compared isomer or geometry (same formula, charge and spin) = 236.12 kcal/mol
lowest unoccupied orbital energy (alpha / beta) = -6.96 / -6.96 eV
E_HOMO (alpha / beta) = -14.4 / -14.4 eV

***

Number 1: energy -3035.69453 hartree. Number 2: energy -2882.30653 hartree. Number 3: energy -5694.64898 hartree. Number 4: energy -309.81574 hartree. Number 5: energy -248.23941 hartree.